This record from OMol25 describes a cluster of 3 separate species, C3H11NO3 in total in a non-equilibrium geometry. The level of theory is ωB97M-V with the def2-TZVPD basis set.

**ΔE to the lowest compared entry with this formula, charge and spin**: 43.1 kcal/mol
**E**: -10921.137 eV
**Structure (SMILES)**: CNC(C)=O.O.O
**Highest occupied orbital energy**: -9.4 eV
**Gap between HOMO and LUMO**: 0.358 hartree
**M**: 109.12 g/mol

Last column: Löwdin charge in e.
Element x y z (Å)
C  -0.680  -1.175  0.452  -0.104
N  -1.823  -0.338  -0.008  0.003
C  -1.771  0.621  -0.988  -0.554
C  -0.390  0.792  -1.595  -0.020
O  -2.766  1.286  -1.230  0.034
H  -0.859  -1.525  1.463  0.069
H  0.367  -0.826  0.205  0.046
H  -0.596  -2.213  -0.019  0.094
H  -2.565  -0.160  0.693  0.147
H  -0.307  1.507  -2.473  0.104
H  0.166  1.093  -0.777  0.035
H  0.181  -0.143  -2.012  0.110
O  2.232  -1.323  -0.780  -0.102
H  2.926  -1.134  -0.090  0.072
H  2.732  -0.750  -1.428  0.071
O  1.383  1.320  2.757  -0.001
H  0.661  1.332  2.224  -0.037
H  1.109  1.637  3.604  0.032

***

This record from OMol25 describes a cluster of 2 separate species, C3H11NO3 in total. The level of theory is ωB97M-V with the def2-TZVPD basis set.

**ΔE to the lowest compared entry with this formula, charge and spin**: 47.2 kcal/mol
**E**: -10920.958 eV
**Structure (SMILES)**: OCCNCO.O
**Highest occupied orbital energy**: -9.8 eV
**Gap between HOMO and LUMO**: 0.384 hartree
**M**: 109.12 g/mol

Last column: Löwdin charge in e.
Element x y z (Å)
O  -1.929  1.949  0.279  -0.069
C  -0.656  1.315  0.405  -0.236
C  -0.686  0.066  1.281  -0.176
N  -0.799  -1.228  0.571  -0.056
C  0.346  -1.660  -0.151  -0.273
O  0.553  -1.080  -1.471  -0.097
H  -2.622  1.284  0.334  0.073
H  -0.263  1.089  -0.588  0.090
H  0.003  2.075  0.800  0.116
H  0.164  0.052  1.961  0.120
H  -1.611  0.063  1.852  0.115
H  -1.586  -1.195  -0.087  0.121
H  1.220  -1.437  0.453  0.118
H  0.278  -2.718  -0.401  0.115
H  -0.249  -0.611  -1.738  0.072
O  2.774  1.017  -1.232  -0.061
H  1.947  0.692  -1.606  0.003
H  3.116  0.326  -0.662  0.025

***

This record from OMol25 describes a cluster of 3 separate species, C3H11NO3 in total in a non-equilibrium geometry. The level of theory is ωB97M-V with the def2-TZVPD basis set.

**ΔE to the lowest compared entry with this formula, charge and spin**: 46.3 kcal/mol
**E**: -10920.999 eV
**Structure (SMILES)**: CNCC=O.O.O
**Highest occupied orbital energy**: -9.3 eV
**Gap between HOMO and LUMO**: 0.365 hartree
**M**: 109.12 g/mol

Last column: Löwdin charge in e.
Element x y z (Å)
C  -0.755  -1.554  -1.239  -0.148
N  0.119  -0.885  -0.318  -0.127
C  -0.479  -0.437  0.906  -0.199
C  -0.414  1.071  1.130  -0.261
O  -1.100  1.609  1.959  0.045
H  -0.446  -1.372  -2.271  0.077
H  -0.899  -2.625  -1.055  0.082
H  -1.773  -1.191  -1.194  0.080
H  1.013  -1.331  -0.277  0.113
H  -0.018  -0.881  1.792  0.126
H  -1.533  -0.668  1.071  0.127
H  0.211  1.649  0.422  0.117
O  2.691  0.774  2.312  -0.051
H  3.119  0.718  1.455  0.034
H  2.313  1.650  2.409  0.034
O  -0.456  1.475  -2.466  -0.054
H  -1.348  1.276  -2.733  0.028
H  -0.247  0.721  -1.905  -0.023

***

This record from OMol25 describes a cluster of 3 separate species, C3H11NO3 in total in a non-equilibrium geometry. The level of theory is ωB97M-V with the def2-TZVPD basis set.

**ΔE to the lowest compared entry with this formula, charge and spin**: 47.2 kcal/mol
**E**: -10920.958 eV
**Structure (SMILES)**: CNC(C)=O.O.O
**Highest occupied orbital energy**: -9.6 eV
**Gap between HOMO and LUMO**: 0.373 hartree
**M**: 109.12 g/mol

Last column: Löwdin charge in e.
Element x y z (Å)
C  0.199  0.581  -2.490  -0.122
N  0.819  0.784  -1.169  -0.036
C  0.170  1.413  -0.117  -0.565
C  -0.573  2.628  -0.749  -0.033
O  0.256  1.230  1.055  0.088
H  0.905  -0.059  -3.067  0.088
H  -0.044  1.550  -3.047  0.086
H  -0.755  -0.023  -2.537  0.088
H  1.821  0.627  -1.049  0.143
H  -1.419  2.232  -1.383  0.081
H  -0.881  3.280  0.128  0.093
H  0.209  3.153  -1.383  0.096
O  0.452  -3.811  4.655  -0.056
H  -0.306  -3.226  4.551  0.031
H  0.467  -3.976  5.596  0.025
O  -0.200  -2.469  0.253  -0.143
H  -0.337  -2.049  1.148  0.044
H  -0.784  -1.865  -0.397  0.092